[1]
A cluster of 2 separate species, CH6NS in total. Source: the OMol25 dataset; level of theory: ωB97M-V/def2-TZVPD.

## Properties
orbital gap	6.23	eV
electronic energy	-494.6290	a.u.
energy above the lowest of the compared OMol25 structures with the same formula, charge and spin	22.27	kcal/mol
total charge	-1

Last columns: bonded neighbours and bond lengths (Å).
Positions of all 9 atoms, in Å:
1 N -1.7080 -0.9239 3.1296  H2 1.071, H3 1.046, H4 0.953
2 H -1.4279 -1.9317 3.3613  N1 1.071
3 H -1.0609 -0.3784 3.7448  N1 1.046
4 H -1.2706 -0.8440 2.2866  N1 0.953
5 C 1.1549 0.6600 -2.3222  S6 1.963, H7 1.109, H8 1.114, H9 1.174
6 S 0.3075 0.2250 -0.6059  C5 1.963
7 H 0.9007 1.7322 -2.4469  C5 1.109
8 H 2.2644 0.5616 -2.2882  C5 1.114
9 H 0.7011 -0.2315 -2.9369  C5 1.174

[2]
A cluster of 2 separate species, CH6O2 in total. Source: the OMol25 dataset; level of theory: ωB97M-V/def2-TZVPD.

## Properties
orbital gap	10.88	eV
electronic energy	-192.1506	a.u.
energy above the lowest of the compared OMol25 structures with the same formula, charge and spin	4.76	kcal/mol

Last columns: bonded neighbours and bond lengths (Å).
Positions of all 9 atoms, in Å:
1 C 0.0000 0.0000 0.0000  O2 1.465, H3 1.103, H4 1.103, H5 1.103
2 O -0.6732 1.1956 -0.5130  C1 1.465, H6 0.980
3 H 0.2513 0.1292 1.0662  C1 1.103
4 H 0.9204 -0.2602 -0.5494  C1 1.103
5 H -0.7141 -0.8353 -0.0944  C1 1.103
6 H -1.5565 0.9394 -0.8515  O2 0.980
7 O -3.9620 0.6552 -0.8063  H8 0.984, H9 0.984
8 H -4.3817 1.4854 -0.4856  O7 0.984
9 H -3.8958 0.0857 -0.0065  O7 0.984

[3]
A cluster of 3 separate species, CH6O4Si in total. Source: the OMol25 dataset; level of theory: ωB97M-V/def2-TZVPD.

## Properties
orbital gap	11.47	eV
electronic energy	-632.2062	a.u.
energy above the lowest of the compared OMol25 structures with the same formula, charge and spin	10.71	kcal/mol

Last columns: bonded neighbours and bond lengths (Å).
Positions of all 12 atoms, in Å:
1 C -0.5088 0.2147 -0.0682  O2 1.200, O3 1.310, O4 1.334
2 O -1.6635 0.5424 -0.0532  C1 1.200
3 O 0.2226 0.2165 -1.1553  C1 1.310, Si6 1.648
4 O 0.1486 -0.2304 1.0033  C1 1.334, H9 0.945
5 O -0.7388 -1.3277 -2.9210  Si6 1.627, H7 0.899
6 Si -0.3214 0.2305 -2.7105  O3 1.648, O5 1.627, H10 1.526, H11 1.409
7 H -0.1371 -1.9767 -2.7642  O5 0.899
8 H 2.1286 0.0364 6.3897  no bonds
9 H -0.2594 -0.0382 1.8341  O4 0.945
10 H -1.5675 1.1073 -2.8002  Si6 1.526
11 H 0.8588 0.4634 -3.4447  Si6 1.409
12 H 1.8380 0.7618 6.6902  no bonds

Number 1: HOMO level -2.12 eV. Number 2: HOMO level -10.22 eV. Number 3: HOMO level -10.87 eV.